{"formula": "C2H5N5O2", "method": "ωB97M-V with the def2-TZVPD basis set", "species": ["N", "N", "C", "N", "C", "O", "O", "H", "H", "H", "H", "H", "N", "N"], "xyz": [[-1.785, 1.396, -0.016], [-1.407, 0.173, 0.318], [-0.176, -0.227, 0.266], [0.418, -0.854, 1.397], [0.933, 0.570, -0.593], [0.640, 1.360, -1.456], [2.194, 0.426, -0.152], [-1.163, 2.016, -0.525], [-2.774, 1.496, -0.179], [-0.198, -0.777, 2.198], [0.612, -1.837, 1.227], [2.197, -0.180, 0.609], [0.652, -1.676, -1.931], [-0.144, -1.887, -1.162]], "nbo_charge": [-0.59, -0.22, 0.17, -0.85, 0.73, -0.60, -0.67, 0.39, 0.38, 0.40, 0.37, 0.51, 0.01, -0.02], "smiles": "N/N=C(/N)C(=O)O.N#N", "gap_ha": 0.3182, "total_energy_ha": -503.44196, "homo_ev": -8.30, "de_lowest_kcal_mol": 4.5}